# 1
Density functional theory data (ωB97M-V/def2-TZVPD) for a gas-phase ion, C2H6N3S2 (charge +1).

```
13
Properties=species:S:1:pos:R:3:nbo_charge:R:1
N -2.361 -0.101 -0.368 -0.6344
N -1.442 0.868 -0.256 -0.3123
C -0.125 0.777 -0.139 0.2540
N 0.439 -0.414 0.011 -0.7190
S 2.079 -0.561 0.311 0.6501
C 3.637 0.695 0.586 -0.3063
S 4.919 0.214 -0.366 0.3532
H -1.995 -1.033 -0.006 0.4047
H -3.285 0.159 -0.107 0.3992
H -1.897 1.757 -0.349 0.4173
H 0.259 1.766 -0.093 0.2123
H 1.949 -0.474 1.692 0.1608
H 4.556 -0.665 -1.298 0.1205
```

Results
Structure (SMILES): N/[NH+]=C\N=[SH]#CS
Total charge: +1
ΔE to the lowest compared entry with this formula, charge and spin (kJ/mol): 618.4
E_LUMO (hartree): -0.2044
E (Ha): -1039.97658
Kohn-Sham gap (eV): 6.98

# 2
Density functional theory data (ωB97M-V/def2-TZVPD) for 9 unconnected molecules or ions with the total composition C36H47F7O12P.

```
103
Properties=species:S:1:pos:R:3:mulliken_charge:R:1
P 0.343 0.168 0.087 1.4410
F 0.468 0.734 -1.447 -0.4839
F 1.920 -0.001 0.227 -0.5278
F 0.502 1.752 0.660 -0.0942
F 0.144 -0.358 1.613 -0.0263
F -1.273 0.190 -0.083 -0.4601
F 0.264 -1.314 -0.513 -0.5218
C 6.312 1.051 1.090 -0.7215
O 5.152 1.824 1.493 -0.3517
C 4.227 2.213 0.602 0.7201
O 3.270 2.890 0.965 -0.3766
O 4.518 1.737 -0.613 -0.3188
C 3.777 2.152 -1.751 -0.3562
H 6.014 0.047 0.790 0.2451
H 7.035 0.920 1.896 0.2602
H 6.793 1.511 0.226 0.3306
H 2.829 1.615 -1.774 0.0049
H 4.352 1.916 -2.647 0.3227
H 3.535 3.210 -1.855 0.1733
C 3.418 -0.643 3.123 -0.2192
O 2.383 -0.156 3.954 -0.3791
C 1.648 0.916 3.725 0.5799
O 1.828 1.957 3.018 -0.3997
O 0.468 0.838 4.426 -0.1829
C 0.088 -0.215 5.270 -0.8280
H 3.739 -1.660 3.349 0.3463
H 4.322 -0.040 3.209 0.2642
H 3.199 -0.695 2.057 -0.1264
H -0.784 0.105 5.839 0.3034
H 0.880 -0.641 5.886 0.3335
H -0.323 -1.038 4.685 0.2498
C -3.177 4.885 0.793 -0.6095
O -1.943 4.875 1.566 -0.3636
C -1.433 3.777 2.125 0.7126
O -0.206 3.577 2.270 -0.3984
O -2.441 2.965 2.488 -0.4317
C -2.157 1.625 2.814 -0.2002
H -3.099 4.211 -0.061 0.2191
H -3.343 5.896 0.422 0.2553
H -4.032 4.624 1.416 0.2771
H -1.273 1.268 2.285 0.1200
H -3.063 1.163 2.424 0.2295
H -1.977 1.428 3.871 0.1294
C 1.695 6.800 -1.428 -0.7999
O 0.878 5.634 -1.661 -0.3951
C 0.862 4.568 -0.883 0.6839
O 1.350 4.489 0.256 -0.4265
O 0.018 3.648 -1.435 0.0915
C -0.405 3.662 -2.756 -0.7980
H 1.545 7.523 -2.230 0.2921
H 2.777 6.685 -1.485 0.3009
H 1.355 7.362 -0.558 0.2884
H -0.313 2.682 -3.224 0.1393
H 0.336 4.139 -3.397 0.3680
H -1.398 4.100 -2.858 0.2783
F -7.170 -1.121 -0.454 -0.3603
C -6.114 -1.509 -1.244 0.2524
C -4.827 -0.916 -1.132 -0.2938
C -3.817 -1.212 -2.018 -0.4418
C -4.105 -2.099 -3.056 -0.2198
C -5.340 -2.733 -3.200 -0.5998
C -6.374 -2.376 -2.318 -0.3582
H -4.617 -0.126 -0.426 0.4738
H -2.825 -0.799 -1.908 0.3889
H -3.309 -2.502 -3.665 0.4027
H -5.458 -3.585 -3.852 0.3719
H -7.302 -2.912 -2.453 0.3774
C 0.680 -1.620 -6.622 -0.5364
C 1.582 -2.219 -5.721 -0.3709
C 1.419 -2.178 -4.358 -0.6408
C 0.275 -1.489 -3.922 0.3130
C -0.661 -0.985 -4.744 -0.3917
C -0.494 -1.004 -6.116 -0.6191
H 0.867 -1.666 -7.685 0.3734
H 2.449 -2.645 -6.203 0.3178
H 2.251 -2.613 -3.823 0.4468
H 0.038 -1.487 -2.868 0.1451
H -1.529 -0.445 -4.398 0.5670
H -1.216 -0.554 -6.781 0.3801
C 3.224 -3.401 0.093 -0.5310
C 4.113 -4.402 -0.233 -0.4510
C 4.608 -5.213 0.811 -0.4820
C 4.042 -5.102 2.059 -0.2635
C 3.013 -4.177 2.325 -0.7841
C 2.718 -3.276 1.365 0.0292
H 2.847 -2.695 -0.633 0.4885
H 4.495 -4.554 -1.231 0.3872
H 5.331 -5.970 0.544 0.3519
H 4.261 -5.787 2.865 0.3353
H 2.632 -4.145 3.335 0.4113
H 1.983 -2.504 1.537 0.4677
C -3.780 -2.895 1.026 -0.7137
C -4.996 -3.252 1.584 -0.2827
C -5.303 -2.981 2.941 -0.6570
C -4.426 -2.171 3.636 -0.5888
C -3.186 -1.800 3.045 -0.2758
C -2.850 -2.113 1.690 -0.1300
H -3.673 -3.260 0.015 0.4123
H -5.783 -3.689 0.988 0.4212
H -6.220 -3.315 3.404 0.3739
H -4.658 -2.028 4.681 0.3524
H -2.449 -1.280 3.639 0.4192
H -1.947 -1.763 1.213 0.5686
```

Results
Total charge: -1
E_LUMO (hartree): 0.0923
E (Ha): -3343.43900
Kohn-Sham gap (eV): 8.97